(1)
Molecular formula: C45H36N7O5STeTl
Method: DFT, wB97M-V/def2-TZVPD

Positions of all 96 atoms, in Å:
Tl1 14.688 17.087 14.577
O1 14.779 18.179 8.625
C1 14.977 16.849 8.707
C2 14.481 16.051 7.694
C3 14.719 14.680 7.741
C4 15.445 14.093 8.777
C5 15.915 14.844 9.817
C6 15.589 16.217 9.827
C7 15.748 16.937 11.129
O2 16.007 16.364 12.213
N1 15.774 18.293 10.936
N2 15.994 18.938 12.059
C8 16.334 20.217 12.069
C9 16.356 20.987 13.300
C10 16.599 22.371 13.199
C11 16.368 23.178 14.300
C12 15.820 22.619 15.497
C13 15.660 21.266 15.638
C14 16.003 20.320 14.583
O3 16.070 19.072 14.787
H1 15.271 18.496 9.531
H2 13.928 16.513 6.875
H3 14.388 14.108 6.860
H4 15.642 13.016 8.734
H5 16.453 14.406 10.653
H6 16.506 20.659 11.111
H7 16.988 22.820 12.255
H8 16.527 24.241 14.302
H9 15.530 23.338 16.253
H10 15.386 20.862 16.602
O4 11.239 19.909 12.928
C15 10.638 20.711 13.799
C16 9.647 21.658 13.373
C17 8.991 22.437 14.319
C18 9.396 22.411 15.667
C19 10.363 21.501 16.078
C20 10.967 20.613 15.180
C21 11.943 19.563 15.565
O5 12.524 18.835 14.667
N3 12.121 19.438 16.875
N4 12.919 18.495 17.215
C22 13.255 18.354 18.469
C23 14.201 17.311 18.795
C24 15.133 17.476 19.866
C25 16.057 16.435 20.162
C26 16.025 15.290 19.388
C27 15.036 15.209 18.371
N5 14.204 16.209 18.057
H11 11.959 19.339 13.547
H12 9.448 21.750 12.278
H13 8.136 23.062 14.076
H14 8.862 23.050 16.347
H15 10.673 21.484 17.113
H16 12.860 18.971 19.314
H17 15.202 18.441 20.389
H18 16.691 16.632 21.009
H19 16.736 14.485 19.521
H20 14.862 14.308 17.745
C28 17.907 11.219 14.485
Te1 17.470 13.348 13.960
C29 15.389 12.557 13.883
C30 15.409 11.136 14.223
C31 14.210 10.397 14.150
C32 14.164 9.060 14.511
C33 15.327 8.434 14.951
C34 16.540 9.088 14.891
C35 16.624 10.475 14.495
H21 18.355 11.329 15.506
H22 18.643 10.928 13.712
H23 15.176 12.716 12.827
H24 14.778 13.267 14.497
H25 13.251 10.883 13.881
H26 13.246 8.494 14.361
H27 15.295 7.376 15.227
H28 17.428 8.529 15.091
S1 9.387 16.000 8.571
C36 10.674 16.260 9.695
C37 10.913 15.357 10.716
C38 11.932 15.661 11.637
N6 12.549 16.820 11.657
C39 12.295 17.722 10.700
C40 11.386 17.483 9.674
C41 7.986 16.367 9.525
C42 7.286 15.307 10.167
C43 6.159 15.603 10.955
N7 5.724 16.871 11.110
C44 6.311 17.813 10.386
C45 7.472 17.650 9.622
H29 10.328 14.432 10.758
H30 12.157 14.962 12.480
H31 12.765 18.669 10.774
H32 11.229 18.267 8.928
H33 7.604 14.339 9.961
H34 5.671 14.882 11.584
H35 5.891 18.776 10.487
H36 7.963 18.504 9.137

Summary:
Net charge: -2
ΔE to the lowest compared entry with this formula, charge and spin, kcal/mol: 0.0
E_HOMO, eV: -1.10

Löwdin atomic charge list, values in e, 4 entries:
1 Tl 0.897
2 O -0.027
3 C -0.317
4 C -0.048

***

(2)
Molecular formula: C45H37Cl2EuO3P2S
Method: DFT, wB97M-V/def2-TZVPD

Positions of all 91 atoms, in Å:
Eu1 -1.066 -0.128 0.012
O1 2.914 -0.642 0.215
S1 1.743 -0.701 -0.648
C1 2.190 0.073 -2.216
C2 3.523 0.321 -2.489
C3 3.872 1.007 -3.639
C4 2.876 1.455 -4.496
C5 1.541 1.216 -4.216
C6 1.177 0.524 -3.062
P1 -0.591 0.174 -2.687
C7 -1.349 1.821 -2.951
C8 -2.587 2.019 -3.563
C9 -3.063 3.308 -3.740
C10 -2.339 4.393 -3.271
C11 -1.139 4.198 -2.603
C12 -0.646 2.917 -2.436
C13 -0.948 -0.865 -4.145
C14 -0.597 -2.207 -4.007
C15 -0.707 -3.073 -5.077
C16 -1.177 -2.605 -6.294
C17 -1.521 -1.271 -6.437
C18 -1.402 -0.394 -5.372
C19 1.642 -2.447 -1.179
C20 2.410 -2.990 -2.195
C21 2.325 -4.349 -2.463
C22 1.473 -5.154 -1.721
C23 0.716 -4.613 -0.696
C24 0.794 -3.251 -0.409
P2 -0.099 -2.517 1.028
C25 0.015 -3.832 2.277
C26 1.025 -3.744 3.234
C27 1.182 -4.764 4.158
C28 0.338 -5.863 4.132
C29 -0.679 -5.940 3.191
C30 -0.848 -4.927 2.266
C31 -1.868 -2.708 0.480
C32 -2.867 -2.449 1.528
C33 -4.147 -2.249 1.228
C34 -4.668 -2.218 -0.188
C35 -3.725 -2.967 -1.158
C36 -2.273 -2.901 -0.790
H1 4.265 -0.016 -1.781
H2 4.911 1.203 -3.858
H3 3.145 1.998 -5.387
H4 0.774 1.587 -4.882
H5 -3.169 1.176 -3.912
H6 -3.991 3.468 -4.265
H7 -2.713 5.394 -3.414
H8 -0.580 5.046 -2.237
H9 0.305 2.763 -1.933
H10 -0.204 -2.558 -3.060
H11 -0.426 -4.109 -4.961
H12 -1.269 -3.280 -7.131
H13 -1.879 -0.906 -7.387
H14 -1.660 0.646 -5.509
H15 3.070 -2.361 -2.774
H16 2.932 -4.779 -3.245
H17 1.404 -6.209 -1.940
H18 0.072 -5.245 -0.104
H19 1.680 -2.882 3.248
H20 1.965 -4.708 4.899
H21 0.465 -6.660 4.848
H22 -1.338 -6.794 3.172
H23 -1.654 -4.974 1.546
H24 -2.533 -2.464 2.557
H25 -4.875 -2.048 2.002
H26 -5.638 -2.725 -0.199
H27 -4.011 -4.024 -1.215
H28 -1.587 -3.179 -1.584
C37 2.054 1.676 2.313
C38 0.633 1.285 2.038
O2 0.272 1.234 0.822
C39 -0.285 1.046 3.117
C40 0.093 1.322 4.455
C41 -0.808 1.283 5.483
C42 -2.145 0.954 5.232
C43 -2.550 0.640 3.962
C44 -1.648 0.643 2.872
O3 -2.083 0.279 1.702
H29 2.624 1.605 1.388
H30 2.508 1.030 3.062
H31 2.090 2.705 2.673
H32 1.113 1.600 4.664
H33 -0.493 1.519 6.485
H34 -2.860 0.948 6.040
H35 -3.574 0.376 3.747
Cl1 -3.532 0.200 -0.930
C45 -4.989 -0.767 -0.583
Cl2 -3.883 -2.340 -2.845
H36 -5.604 -0.728 -1.481
H37 -5.495 -0.259 0.238

Summary:
2S+1: 7
Net charge: +2
E_HOMO (alpha / beta), eV: -13.50 / -13.54

Löwdin atomic charge list, values in e, 4 entries:
1 Eu 1.426
2 O -0.422
3 S 0.828
4 C -0.371

***

Number 1: E -3334.56563 a.u.. Number 2: E -4673.83507 a.u..